Record 1
Entry from the OMol25 dataset: C5H9CoMgO4 as an isolated structure in a non-equilibrium geometry (wB97M-V/def2-TZVPD).

Cartesian coordinates (Å):
1 O 2.012 -2.005 -0.222
2 C 0.963 -2.534 0.377
3 C -0.095 -1.802 0.789
4 O 0.042 -0.417 0.612
5 C -1.035 0.285 -0.013
6 C -0.512 1.663 -0.333
7 O 0.739 1.515 -1.022
8 C 1.192 2.723 -1.641
9 Co 1.733 -0.076 -0.399
10 H 0.956 -3.618 0.550
11 H -1.896 0.349 0.665
12 H -1.329 -0.249 -0.929
13 H -0.343 2.253 0.580
14 H -1.226 2.191 -0.980
15 H 2.149 2.511 -2.127
16 H 0.458 3.043 -2.390
17 H 1.320 3.504 -0.880
18 H -0.997 -2.171 1.289
19 Mg -1.428 -2.965 2.795
20 O -2.703 -4.202 3.277

Output
Energy relative to the best compared isomer or geometry (same formula, charge and spin), kJ/mol: 349.6
Frontier orbital gap (alpha / beta), eV: 3.97 / 6.07
Lowest unoccupied orbital energy (alpha / beta), eV: -4.8 / -5.8
Multiplicity: 6
Net charge: +1

Record 2
Entry from the OMol25 dataset: C5H9CoMgO4 as an isolated structure in a non-equilibrium geometry (wB97M-V/def2-TZVPD).

Cartesian coordinates (Å):
1 O -0.905 1.239 1.107
2 C 0.201 1.683 1.812
3 C 1.469 1.239 1.099
4 O 1.301 1.580 -0.278
5 C 1.758 2.877 -0.640
6 Mg 0.318 0.358 -1.665
7 H 0.312 1.428 2.882
8 H 0.172 2.791 1.803
9 H 1.675 0.162 1.174
10 H 2.356 1.720 1.539
11 H 1.915 2.936 -1.724
12 H 1.012 3.630 -0.354
13 H 2.710 3.080 -0.128
14 O -2.292 -2.327 0.688
15 C -1.922 -3.112 -0.246
16 C -0.902 -2.475 -1.187
17 O -0.430 -1.216 -0.795
18 Co -1.411 -0.467 0.654
19 H -1.358 -2.491 -2.197
20 H -0.045 -3.178 -1.237

Output
Energy relative to the best compared isomer or geometry (same formula, charge and spin), kJ/mol: 0.0
Frontier orbital gap (alpha / beta), eV: 5.57 / 7.69
Lowest unoccupied orbital energy (alpha / beta), eV: -4.2 / -6.1
Multiplicity: 6
Net charge: +1

Record 3
Entry from the OMol25 dataset: C5H9CrO2 as an isolated structure in a non-equilibrium geometry (wB97M-V/def2-TZVPD).

Cartesian coordinates (Å):
1 C -2.543 1.168 -0.008
2 O -1.341 0.456 -0.332
3 C -1.313 -0.885 0.004
4 C -0.182 -1.561 -0.216
5 O 0.863 -0.884 -0.773
6 C 2.115 -0.638 0.037
7 C 2.330 0.855 0.088
8 Cr 0.486 1.145 -0.907
9 H -2.283 2.230 0.025
10 H -3.293 0.990 -0.787
11 H -2.911 0.840 0.971
12 H -2.268 -1.345 0.249
13 H 2.892 -1.197 -0.498
14 H 1.929 -1.106 1.012
15 H 3.259 1.159 -0.411
16 H 2.338 1.232 1.120
17 H -0.079 -2.458 0.428

Output
Frontier orbital gap (alpha / beta), eV: 8.31 / 8.85
Lowest unoccupied orbital energy (alpha / beta), eV: -4.8 / -4.5
Multiplicity: 5
Net charge: +1

Record 4
Entry from the OMol25 dataset: C5H9F in the gas phase in a non-equilibrium geometry (wB97M-V/def2-TZVPD).

Cartesian coordinates (Å):
1 C -2.156 0.914 -0.093
2 C -1.307 -0.082 0.140
3 F -1.576 -1.065 -0.804
4 C -0.153 -0.445 1.029
5 C 1.029 -0.668 -0.010
6 C 1.963 0.539 -0.562
7 H -2.261 1.845 0.410
8 H -3.050 0.512 -0.858
9 H -0.371 -1.512 1.363
10 H -0.115 0.344 1.880
11 H 0.436 -1.148 -1.061
12 H 1.536 -1.734 0.456
13 H 1.999 0.978 0.457
14 H 2.753 0.199 -1.170
15 H 1.271 1.325 -1.177

Output
Energy relative to the best compared isomer or geometry (same formula, charge and spin), kJ/mol: 315.6
Frontier orbital gap, eV: 10.49
Lowest unoccupied orbital energy, eV: 1.0
Multiplicity: 1
SMILES: C=C(F)CCC

Record 5
Entry from the OMol25 dataset: C5H9F in the gas phase in a non-equilibrium geometry (wB97M-V/def2-TZVPD).

Cartesian coordinates (Å):
1 C -1.869 -0.982 -0.014
2 C -0.369 -0.972 -0.036
3 C 0.432 0.108 -0.072
4 C -0.014 1.541 0.044
5 C 1.908 0.002 -0.053
6 F 2.189 -1.322 0.065
7 H -2.259 -1.258 1.007
8 H -2.248 -1.781 -0.651
9 H -2.216 -0.034 -0.329
10 H 0.159 -1.966 0.089
11 H 0.566 2.162 -0.625
12 H 0.023 1.981 1.065
13 H -1.083 1.647 -0.241
14 H 2.366 0.535 0.763
15 H 2.414 0.340 -1.012

Output
Energy relative to the best compared isomer or geometry (same formula, charge and spin), kJ/mol: 51.1
Frontier orbital gap, eV: 10.09
Lowest unoccupied orbital energy, eV: 1.1
Multiplicity: 1
SMILES: C/C=C(\C)CF

Record 6
Entry from the OMol25 dataset: C5H9F2N in the gas phase in a non-equilibrium geometry (wB97M-V/def2-TZVPD).

Cartesian coordinates (Å):
1 C -0.412 1.260 1.395
2 C -0.129 0.103 0.471
3 C 1.151 -0.692 0.681
4 C -0.350 0.329 -1.267
5 N 0.566 -0.183 -2.172
6 C -1.184 -0.588 -0.345
7 F -2.544 -0.498 -0.160
8 F -1.004 -1.945 -0.331
9 H -0.726 0.866 2.372
10 H -1.390 1.753 0.901
11 H 0.421 1.834 1.597
12 H 1.398 -1.456 -0.090
13 H 1.061 -1.196 1.702
14 H 1.948 0.194 0.593
15 H -0.783 1.340 -1.452
16 H 1.464 0.107 -1.825
17 H 0.513 -1.228 -2.069

Output
Energy relative to the best compared isomer or geometry (same formula, charge and spin), kJ/mol: 152.7
Frontier orbital gap, eV: 9.64
Lowest unoccupied orbital energy, eV: 0.8
Multiplicity: 1
SMILES: CC1(C)[C@@H](N)C1(F)F

Record 7
Entry from the OMol25 dataset: C5H9F2N in the gas phase in a non-equilibrium geometry (wB97M-V/def2-TZVPD).

Cartesian coordinates (Å):
1 C 0.927 0.898 1.884
2 C 1.037 0.686 0.291
3 F 0.803 1.883 -0.369
4 C -0.083 -0.149 0.055
5 N -1.236 0.673 0.159
6 C -0.179 -1.546 0.575
7 C -0.086 -1.289 -0.954
8 F -1.195 -1.489 -1.731
9 H -0.173 0.925 2.447
10 H 1.582 1.838 2.239
11 H 1.340 -0.145 2.331
12 H 2.032 0.318 -0.022
13 H -0.843 1.729 -0.103
14 H -1.964 0.481 -0.637
15 H -0.996 -1.988 1.000
16 H 0.753 -1.757 1.118
17 H 0.751 -1.254 -1.685

Output
Energy relative to the best compared isomer or geometry (same formula, charge and spin), kJ/mol: 275.0
Frontier orbital gap, eV: 9.61
Lowest unoccupied orbital energy, eV: 0.9
Multiplicity: 1
SMILES: C[C@H](F)[C@]1(N)C[C@H]1F

Record 8
Entry from the OMol25 dataset: a 2-piece molecular cluster, C5H9F4NO4S overall in a non-equilibrium geometry (wB97M-V/def2-TZVPD).

Cartesian coordinates (Å):
1 O 1.289 0.135 -1.331
2 S 2.205 0.011 -2.403
3 O 1.717 0.032 -3.733
4 F 3.271 1.098 -2.282
5 N 3.150 -1.344 -2.289
6 C 3.870 -1.576 -1.074
7 F 3.382 -2.641 -0.433
8 F 5.153 -1.824 -1.349
9 F 3.818 -0.523 -0.265
10 H 2.631 -2.156 -2.597
11 C -3.527 1.030 0.237
12 C -3.256 1.053 1.727
13 O -2.686 -0.174 2.184
14 C -1.361 -0.421 2.160
15 C -0.455 0.487 1.363
16 O -0.947 -1.398 2.717
17 H -2.606 0.925 -0.336
18 H -4.022 1.950 -0.076
19 H -4.166 0.184 -0.016
20 H -2.636 1.901 2.020
21 H -4.194 1.149 2.271
22 H -0.376 0.106 0.349
23 H 0.529 0.471 1.822
24 H -0.783 1.525 1.336

Output
Energy relative to the best compared isomer or geometry (same formula, charge and spin), kJ/mol: 0.0
Frontier orbital gap, eV: 10.46
Lowest unoccupied orbital energy, eV: 0.4
Multiplicity: 1
SMILES: O=S(=O)(F)NC(F)(F)F.CCOC(C)=O

Record 9
Entry from the OMol25 dataset: a 2-piece molecular cluster, C5H9FN2O2 overall in a non-equilibrium geometry (wB97M-V/def2-TZVPD).

Cartesian coordinates (Å):
1 C -1.704 -1.957 2.258
2 C -1.973 -0.679 2.109
3 C -0.150 0.093 -0.871
4 C 2.159 0.196 -1.379
5 C -2.426 0.286 0.018
6 N 0.983 0.821 -0.697
7 N -1.203 0.802 -0.275
8 O -0.259 -0.975 -1.397
9 O -3.592 0.927 0.276
10 F -1.762 0.254 3.059
11 H -1.424 -2.570 3.090
12 H -2.052 -2.509 1.389
13 H 2.053 0.388 -2.428
14 H 3.162 0.505 -1.189
15 H 2.225 -0.769 -1.206
16 H -2.586 -0.690 -0.320
17 H 1.146 1.701 -0.161
18 H -0.914 1.689 0.160
19 H -3.486 1.831 0.392

Output
Energy relative to the best compared isomer or geometry (same formula, charge and spin), kJ/mol: 284.8
Frontier orbital gap, eV: 8.03
Lowest unoccupied orbital energy, eV: 0.3
Multiplicity: 1

Record 10
Entry from the OMol25 dataset: C5H9FOS2 in the gas phase in a non-equilibrium geometry (wB97M-V/def2-TZVPD).

Cartesian coordinates (Å):
1 C 2.545 -0.658 2.984
2 S 0.785 -0.900 2.467
3 C 0.824 0.163 1.058
4 S -0.609 0.473 0.274
5 C -1.918 -0.857 0.567
6 C -1.367 0.586 -1.846
7 F -2.095 1.638 -1.861
8 C -0.159 0.579 -2.724
9 O 0.392 1.757 -3.138
10 H 3.180 -0.731 2.038
11 H 2.815 -1.532 3.649
12 H 2.668 0.461 3.367
13 H -2.696 -0.731 -0.136
14 H -2.461 -0.829 1.491
15 H -1.597 -1.842 0.378
16 H 0.573 -0.162 -2.280
17 H -0.771 0.099 -3.542
18 H -0.110 2.487 -2.746

Output
Energy relative to the best compared isomer or geometry (same formula, charge and spin), kJ/mol: 416.0
Frontier orbital gap, eV: 7.65
Lowest unoccupied orbital energy, eV: -0.3
Multiplicity: 1
SMILES: CSC#S(/C)=C(\F)CO

Question: multiplicity of number 6 (C5H9F2N)?
Answer: 1